1.
{"formula": "C4H10NO3", "method": "wB97M-V/def2-TZVPD", "species": ["O", "C", "N", "C", "O", "C", "C", "H", "H", "H", "H", "H", "H", "H", "H", "H", "H", "O"], "xyz": [[0.30, -1.87, 1.15], [-0.37, -0.86, 0.93], [-0.01, 0.34, 1.43], [-0.33, 1.67, 0.71], [0.43, 1.87, -0.36], [-1.57, -0.96, 0.02], [-1.10, -0.93, -1.45], [0.80, 0.29, 2.01], [-0.21, 2.41, 1.52], [-1.40, 1.57, 0.44], [-2.05, -1.91, 0.18], [-2.24, -0.12, 0.21], [-1.92, -0.66, -2.12], [-0.95, -1.96, -1.82], [-0.17, -0.39, -1.64], [1.57, 1.19, -1.15], [2.31, -0.15, -1.12], [2.25, 0.63, -1.68]], "homo_lumo_gap_ha": 0.2915, "total_energy_ev": -11943.9425, "lumo_energy_ha": 0.148, "homo_energy_ev": -3.893, "charge": -1, "de_lowest_ev": 1.454}

2.
{"formula": "C16H17Cl3N2O8S3", "method": "wB97M-V/def2-TZVPD", "species": ["O", "S", "O", "N", "C", "C", "O", "C", "O", "C", "C", "N", "S", "O", "O", "C", "C", "C", "C", "C", "Cl", "C", "Cl", "O", "C", "O", "C", "C", "C", "C", "Cl", "S", "H", "H", "H", "H", "H", "H", "H", "H", "H", "H", "H", "H", "H", "H", "H", "H", "H"], "xyz": [[2.56, -0.68, 2.78], [2.71, 0.56, 1.97], [4.05, 0.86, 1.55], [1.87, 0.54, 0.54], [0.43, 0.16, 0.60], [0.37, -1.39, 0.24], [-0.92, -1.90, 0.64], [0.67, -1.63, -1.33], [2.07, -1.49, -1.55], [-0.03, -0.62, -2.19], [-1.52, -0.92, -2.42], [-2.50, 0.09, -3.02], [-4.07, 0.04, -2.41], [-4.68, 1.10, -3.26], [-4.46, -1.29, -2.71], [-3.78, 0.45, -0.67], [-3.72, -0.66, 0.20], [-3.38, -0.47, 1.54], [-3.21, 0.83, 2.10], [-3.26, 1.88, 1.22], [-2.78, 3.43, 1.92], [-3.47, 1.66, -0.17], [-3.22, 2.94, -1.15], [0.12, 0.72, -1.71], [-0.33, 0.99, -0.42], [-0.11, 2.35, -0.37], [1.84, 1.92, 2.74], [1.15, 1.74, 3.89], [0.58, 3.03, 4.40], [0.87, 4.05, 3.52], [0.31, 5.67, 3.44], [1.86, 3.53, 2.17], [1.99, 1.37, 0.13], [0.05, 0.26, 1.67], [1.28, -1.83, 0.73], [-0.77, -2.68, 1.18], [0.40, -2.63, -1.55], [2.31, -0.61, -1.21], [0.52, -0.59, -3.16], [-1.56, -1.94, -3.00], [-1.90, -1.01, -1.41], [-2.61, -0.05, -4.03], [-3.99, -1.65, -0.11], [-3.29, -1.39, 2.11], [-3.01, 0.83, 3.17], [-1.43, 0.71, -0.23], [-0.52, 2.86, -1.11], [0.98, 0.78, 4.53], [0.08, 3.18, 5.35]], "homo_lumo_gap_ha": 0.3404, "total_energy_ev": -106296.6580, "lumo_energy_ha": -0.017, "homo_energy_ev": -9.716, "smiles": "O=S(=O)(N[C@@H]1[C@@H](O)[C@H](O)[C@@H](CNS(=O)(=O)c2cccc(Cl)c2Cl)O[C@@H]1O)c1ccc(Cl)s1", "de_lowest_ev": 0.000}

3.
{"formula": "C15H24HgN4O5", "method": "wB97M-V/def2-TZVPD", "species": ["O", "H", "Hg", "N", "N", "O", "O", "C", "C", "C", "C", "H", "H", "H", "H", "H", "H", "H", "H", "O", "H", "H", "C", "H", "H", "H", "O", "H", "H", "C", "C", "C", "C", "N", "C", "C", "C", "C", "C", "C", "N", "H", "H", "H", "H", "H", "H", "H", "H"], "xyz": [[0.55, -3.80, -2.78], [1.16, -4.48, -3.11], [0.27, -0.32, 0.14], [1.79, 1.24, 1.30], [1.99, 0.13, -1.00], [1.79, 1.88, 2.56], [2.09, -0.49, -2.26], [2.97, 1.38, 0.70], [3.05, 0.81, -0.60], [4.11, 2.11, 1.30], [4.21, 0.92, -1.49], [4.05, 2.16, 2.38], [4.18, 3.14, 0.93], [5.06, 1.65, 1.03], [3.94, 0.77, -2.52], [4.98, 0.18, -1.24], [4.69, 1.89, -1.39], [0.88, 1.81, 2.89], [1.30, -1.06, -2.32], [-0.21, 2.53, -0.80], [0.44, 2.48, -0.07], [0.15, 1.86, -1.41], [0.65, -3.75, -1.34], [-0.27, -3.24, -1.01], [1.48, -3.07, -1.08], [0.76, -4.73, -0.84], [0.78, -1.49, 2.20], [1.43, -0.74, 2.21], [-0.05, -1.01, 2.42], [-2.83, 1.45, 3.55], [-4.00, 1.41, 2.75], [-3.90, 0.97, 1.43], [-2.66, 0.52, 0.89], [-1.56, 0.58, 1.67], [-1.63, 1.05, 2.94], [-2.67, -0.12, -0.47], [-3.84, -0.37, -1.18], [-3.80, -1.10, -2.37], [-2.58, -1.59, -2.92], [-1.43, -1.26, -2.20], [-1.52, -0.55, -1.03], [-2.88, 1.75, 4.61], [-5.00, 1.68, 3.14], [-4.76, 0.89, 0.79], [-0.71, 1.04, 3.53], [-4.77, 0.02, -0.75], [-4.75, -1.30, -2.88], [-2.50, -2.20, -3.83], [-0.44, -1.60, -2.48]], "homo_lumo_gap_ha": [0.2312, 0.1886], "total_energy_ev": -36310.5002, "lumo_energy_ha": [0.008, 0.005], "homo_energy_ev": [-6.077, -4.983], "de_lowest_ev": 0.000}

4.
{"formula": "C18H47F3N4O9SV", "method": "wB97M-V/def2-TZVPD", "species": ["O", "V", "C", "F", "F", "F", "S", "O", "O", "O", "C", "O", "H", "H", "H", "C", "C", "C", "O", "C", "N", "H", "H", "H", "H", "H", "H", "H", "H", "H", "H", "H", "C", "C", "C", "O", "C", "N", "H", "H", "H", "H", "H", "H", "H", "H", "H", "H", "H", "C", "C", "C", "O", "C", "N", "H", "H", "H", "H", "H", "H", "H", "H", "H", "H", "H", "C", "C", "C", "O", "C", "N", "H", "H", "H", "H", "H", "H", "H", "H", "H", "H", "H"], "xyz": [[-12.00, 13.51, -8.42], [-12.42, 12.18, -9.14], [-9.31, 13.74, -11.90], [-8.73, 14.32, -12.96], [-8.73, 12.56, -11.69], [-9.13, 14.53, -10.86], [-11.13, 13.49, -12.27], [-11.19, 12.54, -13.36], [-11.61, 12.95, -10.98], [-11.64, 14.81, -12.56], [-13.34, 10.08, -6.51], [-12.97, 11.11, -7.36], [-13.79, 9.21, -7.02], [-12.49, 9.63, -5.96], [-14.10, 10.41, -5.79], [-11.08, 17.20, -9.83], [-12.17, 18.00, -9.15], [-12.92, 18.94, -10.09], [-12.09, 20.05, -10.35], [-12.73, 20.99, -11.18], [-13.16, 17.02, -8.65], [-10.26, 17.82, -10.20], [-11.44, 16.71, -10.74], [-10.68, 16.46, -9.13], [-11.78, 18.57, -8.30], [-13.88, 19.23, -9.63], [-13.26, 18.39, -10.98], [-13.66, 21.40, -10.76], [-12.91, 20.57, -12.17], [-12.08, 21.86, -11.29], [-13.89, 17.44, -8.09], [-12.63, 16.36, -8.09], [-9.73, 11.45, -4.62], [-10.68, 12.53, -4.16], [-9.89, 13.74, -3.64], [-9.12, 13.44, -2.51], [-8.12, 14.40, -2.26], [-11.52, 12.93, -5.26], [-9.31, 10.91, -3.77], [-8.93, 11.76, -5.30], [-10.23, 10.69, -5.24], [-11.25, 12.10, -3.33], [-10.60, 14.55, -3.40], [-9.31, 14.11, -4.49], [-7.60, 14.67, -3.18], [-7.40, 13.94, -1.58], [-8.48, 15.27, -1.70], [-11.90, 12.17, -5.82], [-12.30, 13.52, -4.97], [-11.67, 8.19, -10.84], [-11.71, 9.45, -9.98], [-10.30, 10.02, -9.92], [-10.39, 11.24, -9.19], [-9.18, 11.55, -8.52], [-12.68, 10.42, -10.52], [-12.65, 7.81, -11.15], [-11.18, 7.31, -10.41], [-11.15, 8.39, -11.78], [-12.01, 9.25, -8.94], [-9.90, 10.19, -10.93], [-9.70, 9.28, -9.39], [-9.28, 12.50, -7.97], [-8.35, 11.63, -9.21], [-8.99, 10.86, -7.69], [-12.67, 10.41, -11.55], [-13.52, 9.86, -10.38], [-15.51, 13.62, -7.96], [-15.54, 12.56, -9.04], [-16.84, 12.47, -9.83], [-16.66, 11.45, -10.79], [-17.53, 11.54, -11.89], [-14.37, 12.81, -9.93], [-15.65, 14.64, -8.35], [-14.56, 13.63, -7.43], [-16.32, 13.49, -7.24], [-15.41, 11.55, -8.64], [-17.08, 13.43, -10.30], [-17.63, 12.15, -9.14], [-17.37, 12.49, -12.41], [-18.58, 11.47, -11.57], [-17.40, 10.74, -12.63], [-14.46, 13.81, -10.15], [-14.56, 12.34, -10.83]], "homo_lumo_gap_ha": [0.3218, 0.3221], "total_energy_ev": -88491.3158, "lumo_energy_ha": [0.005, 0.005], "homo_energy_ev": [-8.621, -8.624], "s2": 0.77, "multiplicity": 2, "de_lowest_ev": 0.173}

5.
{"formula": "C3H35NO15", "method": "wB97M-V/def2-TZVPD", "species": ["C", "N", "C", "C", "O", "H", "H", "H", "H", "H", "H", "H", "H", "H", "O", "H", "H", "O", "H", "H", "O", "H", "H", "O", "H", "H", "O", "H", "H", "O", "H", "H", "O", "H", "H", "O", "H", "H", "O", "H", "H", "O", "H", "H", "O", "H", "H", "O", "H", "H", "O", "H", "H", "O"], "xyz": [[-0.82, 0.42, -1.29], [0.18, -0.37, -1.77], [0.41, -0.50, -3.25], [1.12, -1.86, -3.51], [-1.25, 0.24, -0.14], [-1.27, 1.34, -1.84], [0.68, -1.08, -1.23], [1.12, 0.19, -3.54], [-0.63, -0.45, -3.79], [0.47, -2.53, -4.03], [1.45, -2.24, -2.58], [1.89, -1.67, -4.24], [-1.10, -1.93, 2.66], [-1.00, -1.58, 4.32], [-0.69, -2.04, 3.57], [-1.98, 4.02, -0.37], [-1.70, 4.02, -1.87], [-2.42, 4.08, -1.23], [-1.70, 3.01, 2.87], [-1.64, 2.32, 1.32], [-1.56, 3.02, 1.92], [1.98, 0.02, 0.67], [2.51, 1.23, 1.14], [2.77, 0.57, 0.53], [-3.38, -0.68, -0.78], [-3.09, -1.70, 0.19], [-3.76, -1.51, -0.48], [1.82, -2.72, 0.52], [0.51, -2.92, -0.03], [0.97, -2.30, 0.55], [-2.86, -3.59, -0.90], [-2.19, -2.38, -1.42], [-1.93, -3.29, -1.11], [0.57, 0.01, 3.35], [1.70, -0.87, 3.69], [1.56, 0.06, 3.49], [2.45, 2.43, -0.72], [1.78, 1.13, -1.19], [1.83, 2.10, -1.36], [-1.87, 0.03, 4.55], [-2.20, -0.11, 3.02], [-1.80, 0.48, 3.70], [4.41, -1.69, -1.10], [3.76, -0.72, -0.09], [3.66, -1.61, -0.44], [1.32, 3.46, 2.24], [1.41, 1.94, 2.73], [1.64, 2.59, 2.08], [0.54, 3.65, -3.19], [0.21, 2.94, -1.79], [-0.14, 3.45, -2.54], [-1.14, -1.39, 0.57], [-1.08, -2.93, 1.02], [-1.55, -2.08, 1.11]], "homo_lumo_gap_ha": 0.3886, "total_energy_ev": -35881.1300, "lumo_energy_ha": 0.005, "homo_energy_ev": -10.433, "de_lowest_ev": 3.781}

6.
{"formula": "C39H53BCrN10O4S5", "method": "wB97M-V/def2-TZVPD", "species": ["Cr", "C", "C", "C", "C", "N", "N", "B", "N", "N", "C", "C", "C", "C", "C", "S", "C", "C", "C", "C", "N", "N", "C", "C", "C", "C", "C", "S", "C", "C", "C", "C", "C", "S", "C", "C", "C", "C", "H", "H", "H", "H", "H", "H", "H", "H", "H", "H", "H", "H", "H", "H", "H", "H", "H", "H", "H", "H", "H", "H", "H", "H", "H", "H", "H", "H", "H", "H", "H", "H", "H", "H", "H", "H", "H", "H", "H", "N", "C", "C", "C", "O", "O", "H", "H", "H", "H", "H", "H", "N", "C", "C", "C", "C", "C", "C", "S", "O", "O", "N", "C", "S", "C", "C", "N", "H", "H", "H", "H", "H", "H", "H", "H"], "xyz": [[0.87, 1.73, -0.57], [4.16, -1.48, -2.96], [3.20, -1.94, -1.91], [3.37, -3.05, -1.14], [2.42, -3.44, -0.16], [1.39, -2.68, 0.11], [1.26, -1.56, -0.61], [0.10, -0.62, -0.33], [-1.12, -0.90, -1.15], [-1.46, -2.20, -1.11], [-2.55, -2.55, -1.71], [-3.35, -1.59, -2.41], [-2.99, -0.28, -2.46], [-3.80, 0.77, -3.14], [-1.79, 0.08, -1.77], [-1.31, 1.70, -1.63], [-2.99, -4.00, -1.60], [-3.37, -4.54, -2.99], [-1.89, -4.86, -1.00], [-4.22, -4.03, -0.68], [0.11, -0.03, 1.00], [1.31, -0.35, 1.66], [1.48, 0.04, 2.86], [0.53, 0.88, 3.54], [-0.65, 1.18, 2.97], [-1.63, 2.11, 3.63], [-0.99, 0.55, 1.70], [-2.53, 0.45, 1.18], [2.76, -0.40, 3.55], [3.61, -1.26, 2.62], [2.35, -1.23, 4.78], [3.57, 0.82, 3.99], [2.05, -1.17, -1.60], [1.51, 0.24, -2.43], [2.55, -4.76, 0.56], [3.84, -4.78, 1.40], [2.61, -5.87, -0.50], [1.35, -5.01, 1.48], [4.91, -2.25, -3.15], [4.67, -0.58, -2.61], [3.64, -1.25, -3.88], [4.26, -3.66, -1.28], [-4.26, -1.92, -2.90], [-4.62, 0.32, -3.70], [-3.18, 1.36, -3.82], [-4.21, 1.46, -2.41], [-2.55, -4.41, -3.70], [-4.26, -4.06, -3.39], [-3.59, -5.61, -2.91], [-0.99, -4.85, -1.63], [-2.24, -5.89, -0.92], [-1.61, -4.50, -0.01], [-5.05, -3.44, -1.08], [-3.97, -3.64, 0.31], [-4.57, -5.06, -0.57], [0.78, 1.30, 4.50], [-1.08, 2.94, 4.08], [-2.18, 1.60, 4.41], [-2.35, 2.51, 2.91], [3.05, -2.12, 2.27], [4.49, -1.61, 3.15], [3.93, -0.69, 1.74], [1.78, -2.10, 4.49], [1.76, -0.65, 5.49], [3.25, -1.57, 5.30], [3.94, 1.38, 3.13], [4.45, 0.48, 4.56], [3.01, 1.49, 4.64], [4.67, -4.29, 0.89], [4.13, -5.82, 1.58], [3.70, -4.30, 2.36], [3.54, -5.85, -1.06], [1.78, -5.79, -1.20], [2.54, -6.84, -0.01], [1.22, -4.20, 2.20], [1.50, -5.94, 2.02], [0.42, -5.08, 0.90], [1.38, 3.27, -1.84], [2.66, 3.91, -1.45], [3.81, 2.93, -1.55], [3.78, 1.72, -0.63], [4.76, 1.01, -0.51], [2.66, 1.48, 0.00], [1.47, 2.92, -2.80], [0.61, 3.96, -1.88], [2.54, 4.28, -0.43], [2.84, 4.77, -2.10], [4.75, 3.46, -1.36], [3.89, 2.55, -2.57], [-7.33, 4.41, -1.56], [-5.98, 4.63, -1.41], [-5.09, 4.32, -2.44], [-3.73, 4.55, -2.28], [-3.26, 5.09, -1.09], [-4.14, 5.40, -0.06], [-5.48, 5.17, -0.21], [-1.55, 5.38, -0.88], [-0.93, 5.34, -2.20], [-1.36, 6.56, -0.07], [-1.03, 4.06, -0.13], [-0.13, 4.10, 0.81], [0.18, 5.37, 1.97], [1.49, 4.44, 2.63], [1.63, 3.28, 1.97], [0.71, 3.06, 0.96], [-7.70, 4.16, -2.46], [-7.97, 4.75, -0.88], [-5.46, 3.91, -3.37], [-3.04, 4.32, -3.08], [-3.75, 5.83, 0.85], [-6.17, 5.41, 0.59], [2.09, 4.82, 3.44], [2.39, 2.54, 2.15]], "homo_lumo_gap_ha": [0.2215, 0.2118], "total_energy_ev": -147667.8431, "lumo_energy_ha": [-0.141, -0.151], "homo_energy_ev": [-9.864, -9.874], "charge": 1, "s2": 3.79, "multiplicity": 4, "de_lowest_ev": 1.074}

7.
{"formula": "C5H10S", "method": "wB97M-V/def2-TZVPD", "species": ["C", "C", "C", "C", "H", "H", "H", "H", "H", "H", "C", "S", "H", "H", "H", "H"], "xyz": [[-0.92, -1.50, 0.85], [-1.94, -0.92, 0.22], [-1.89, -0.47, -1.17], [-2.78, 0.36, -1.70], [-0.01, -1.79, 0.32], [-1.00, -1.77, 1.89], [-2.84, -0.65, 0.76], [-1.09, -0.86, -1.79], [-2.70, 0.72, -2.72], [-3.61, 0.75, -1.13], [2.98, 0.83, 1.17], [3.92, 1.98, 0.14], [3.27, 1.00, 2.20], [1.91, 1.01, 1.07], [3.17, -0.21, 0.93], [3.52, 1.51, -1.05]], "homo_lumo_gap_ha": 0.3633, "total_energy_ev": -16180.8411, "lumo_energy_ha": 0.031, "homo_energy_ev": -9.032, "smiles": "C=CC=C.CS", "de_lowest_ev": 1.636}

8.
{"formula": "C26H53BrClN2O11P", "method": "wB97M-V/def2-TZVPD", "species": ["N", "P", "C", "C", "Br", "C", "C", "O", "O", "C", "N", "C", "C", "C", "C", "O", "C", "Cl", "H", "H", "H", "H", "H", "H", "H", "H", "H", "H", "H", "H", "H", "C", "O", "C", "C", "O", "C", "H", "H", "H", "H", "H", "H", "H", "H", "H", "H", "C", "O", "C", "C", "O", "C", "H", "H", "H", "H", "H", "H", "H", "H", "H", "H", "C", "O", "C", "C", "O", "C", "H", "H", "H", "H", "H", "H", "H", "H", "H", "H", "C", "O", "C", "C", "O", "C", "H", "H", "H", "H", "H", "H", "H", "H", "H", "H"], "xyz": [[1.05, 1.92, -2.67], [0.83, 0.40, -3.08], [-0.71, -0.25, -2.19], [-0.68, -1.55, -1.46], [0.87, -2.69, -1.35], [-1.91, -1.99, -0.80], [-2.10, -3.34, -0.02], [-1.29, -3.77, 0.80], [-3.20, -3.97, -0.33], [-3.08, -1.12, -0.85], [-3.08, 0.07, -1.54], [-4.34, 0.86, -1.53], [-5.14, 0.75, -2.89], [-5.09, -0.72, -3.51], [-6.19, -1.62, -2.78], [-5.73, -2.89, -2.31], [-1.95, 0.53, -2.22], [-2.14, 2.07, -3.10], [0.31, 2.24, -2.04], [0.72, 0.20, -4.49], [1.99, -0.30, -2.59], [-4.02, -1.43, -0.34], [-4.97, 0.45, -0.69], [-4.08, 1.92, -1.24], [-4.78, 1.52, -3.63], [-6.22, 0.98, -2.63], [-4.06, -1.16, -3.52], [-5.42, -0.59, -4.58], [-7.00, -1.82, -3.53], [-6.64, -1.02, -1.94], [-4.81, -2.87, -2.01], [0.03, -8.61, -4.11], [1.09, -7.67, -4.15], [1.12, -6.94, -5.37], [0.55, -5.54, -5.19], [-0.85, -5.58, -4.93], [-1.15, -5.36, -3.56], [-0.04, -8.99, -3.09], [-0.93, -8.16, -4.38], [0.25, -9.45, -4.78], [0.59, -7.48, -6.16], [2.17, -6.86, -5.67], [0.69, -4.98, -6.13], [1.08, -5.00, -4.40], [-0.98, -4.32, -3.30], [-0.55, -6.01, -2.91], [-2.20, -5.59, -3.41], [5.30, -2.18, 0.23], [4.04, -1.63, 0.61], [3.44, -2.35, 1.68], [3.59, -1.61, 3.00], [4.95, -1.58, 3.42], [5.57, -0.33, 3.18], [5.78, -1.49, -0.45], [5.95, -2.33, 1.09], [5.15, -3.14, -0.29], [3.84, -3.36, 1.75], [2.37, -2.43, 1.45], [3.03, -2.14, 3.77], [3.19, -0.59, 2.92], [5.18, 0.42, 3.88], [5.41, 0.01, 2.16], [6.64, -0.44, 3.35], [7.19, 4.99, 5.84], [6.06, 5.54, 5.17], [5.79, 4.89, 3.93], [4.61, 3.94, 4.06], [4.93, 2.82, 4.89], [4.37, 2.93, 6.19], [7.22, 5.40, 6.84], [7.12, 3.90, 5.91], [8.10, 5.27, 5.31], [6.67, 4.37, 3.56], [5.53, 5.67, 3.21], [4.37, 3.54, 3.07], [3.72, 4.46, 4.44], [3.29, 2.78, 6.14], [4.59, 3.91, 6.64], [4.81, 2.16, 6.82], [-3.38, 6.63, 2.49], [-4.67, 6.64, 1.90], [-4.64, 6.32, 0.51], [-5.08, 4.89, 0.26], [-4.14, 3.96, 0.77], [-4.57, 3.38, 2.00], [-3.50, 6.69, 3.57], [-2.83, 5.72, 2.25], [-2.81, 7.50, 2.15], [-3.64, 6.50, 0.09], [-5.34, 7.00, 0.01], [-5.14, 4.73, -0.82], [-6.08, 4.71, 0.68], [-5.39, 2.67, 1.81], [-4.89, 4.13, 2.71], [-3.73, 2.82, 2.42]], "homo_lumo_gap_ha": 0.2468, "total_energy_ev": -145168.3238, "lumo_energy_ha": -0.064, "homo_energy_ev": -8.468, "de_lowest_ev": 0.000}

Which formula does entry 6 have? C39H53BCrN10O4S5